#a
The following is a DFT calculation (wB97M-V/def2-TZVPD) of the ion C3H10N2P with charge +1.

HOMO-LUMO gap ... 0.359 Eh
SMILES string ... C/[NH+]=C(\P)CN
Total charge ... +1
Highest occupied orbital energy ... -14.43 eV
LUMO level ... -0.172 Ha

XYZ file:
```
16
Properties=species:S:1:pos:R:3:lowdin_charge:R:1
N 1.974 -0.634 -0.660 0.026
H 0.098 2.864 0.902 0.152
H -2.348 -0.007 1.199 -0.045
C -0.340 -0.349 -0.146 -0.454
H -1.358 1.930 1.532 0.106
N 0.252 0.816 0.329 -0.002
H 1.267 0.666 0.335 0.124
H -1.188 2.262 -0.131 0.069
H -2.170 -1.833 -0.060 -0.075
H 0.391 -1.790 -1.595 0.165
C 0.654 -1.280 -0.610 -0.249
H 2.275 -0.781 -1.624 0.113
P -2.119 -0.470 -0.111 0.984
H 2.590 -1.123 -0.064 0.086
H 0.616 -2.177 0.022 0.144
C -0.594 1.907 0.682 -0.142
```

=====

#b
The following is a DFT calculation (wB97M-V/def2-TZVPD) of a cluster of 2 separate species, C3H10N2P in total.

HOMO-LUMO gap ... 0.334 Eh
Total charge ... +1
Highest occupied orbital energy ... -14.05 eV
LUMO level ... -0.183 Ha

XYZ file:
```
16
Properties=species:S:1:pos:R:3:lowdin_charge:R:1
H 3.027 -1.636 -0.020 0.015
N -0.071 0.005 1.013 -0.010
H 0.027 1.616 2.630 0.126
H -1.390 -1.716 -1.567 0.094
H -1.005 -0.438 1.205 0.154
C 0.054 1.362 1.500 -0.127
N 2.047 -1.341 0.033 -0.278
C -1.264 -0.616 -1.482 -0.185
C -0.067 0.036 -0.996 -0.371
P 1.476 -0.882 -1.346 0.958
H -0.650 2.081 1.007 0.094
H 1.048 1.834 1.220 0.109
H -1.463 -0.336 -2.477 0.078
H 0.737 -0.663 1.094 0.061
H -0.316 1.178 -1.043 0.144
H -2.190 -0.484 -0.770 0.137
```

=====

Which structure is most stable? #a, by 117.2 kJ/mol over the runner-up.